Computed, not measured: a molecular structure, Fe2N8O24, with ωB97M-V/def2-TZVPD.

Geometry as ORCA input:
```
! wB97M-V def2-TZVPD RIJCOSX def2/J DEFGRID3
* xyz -4 9
Fe -1.19 -2.66 0.22
Fe -0.43 2.38 1.11
N 1.42 -1.64 2.23
O 2.50 -1.11 2.01
O 1.28 -2.39 3.22
O 0.46 -1.32 1.45
N -3.75 2.22 0.97
O -4.16 1.55 1.95
O -2.51 2.28 0.77
O -4.57 2.83 0.29
N -3.64 -4.07 -1.44
O -4.39 -3.32 -2.05
O -3.94 -5.25 -1.22
O -2.58 -3.59 -0.91
N 3.63 0.93 -0.75
O 3.47 2.16 -0.99
O 4.21 0.49 0.26
O 3.41 0.16 -1.72
N 2.51 2.61 2.35
O 1.54 2.11 1.69
O 3.14 1.94 3.15
O 2.73 3.83 2.21
N -0.42 4.36 -1.64
O -0.09 3.76 -0.58
O -0.52 3.81 -2.73
O -0.57 5.59 -1.55
N -0.37 0.00 -1.14
O -1.10 -1.04 -1.06
O 0.29 0.16 -2.13
O -0.29 0.86 -0.23
N 1.02 -4.40 -0.93
O 0.69 -3.20 -1.01
O 1.91 -4.86 -1.63
O 0.33 -5.13 -0.15
*
```

Computed properties:
Lowest unoccupied orbital energy (spin up / spin down) = 8.1 / 8.0 eV
Relative energy (zero: lowest compared OMol25 entry of this formula, charge and spin) = 0.506 eV
DFT total energy = -4770.1810 Eh
Kohn-Sham gap (spin up / spin down) = 0.185 / 0.183 hartree
HOMO energy (spin up / spin down) = 3.05 / 3.05 eV